DFT (ωB97M-V/def2-TZVPD) results for C6H5NO2S in the gas phase in a non-equilibrium geometry.

Values from the calculation:
HOMO-LUMO gap (spin up / spin down): 8.73 / 6.14 eV
spin multiplicity: 3
total charge: 0
E_HOMO (spin up / spin down): -0.3020 / -0.3513 Ha
energy: -834.749620 a.u.
LUMO energy (spin up / spin down): 0.510 / -3.415 eV

CARTESIAN COORDINATES (ANGSTROEM)
1 S 2.6045 -1.2406 -1.5953
2 O -1.2979 2.0794 -1.5170
3 O 1.9268 -1.8514 -2.7606
4 N 0.2739 1.2660 0.0110
5 C -1.6620 0.8583 0.6090
6 C 1.4286 -0.8754 -0.2727
7 C -0.2360 0.3003 1.0419
8 C 0.2816 -1.1255 0.6262
9 C -0.9641 1.4939 -0.5532
10 C 1.8288 0.2128 -0.8888
11 H 0.4498 -1.8715 1.4144
12 H -0.3423 -1.7030 -0.0187
13 H -2.5370 0.3358 0.3969
14 H 0.1274 0.5490 2.0453
15 H -1.8821 1.5719 1.4619

Cartesian forces (eV/Å) of the 3 atoms listed first:
0.10 -1.65 -0.61
-0.27 0.78 -1.87
0.32 0.59 0.33



DFT (ωB97M-V/def2-TZVPD) results for C6H5NO3 in the gas phase in a non-equilibrium geometry.

Values from the calculation:
HOMO-LUMO gap (spin up / spin down): 6.65 / 7.68 eV
spin multiplicity: 1
total charge: 0
E_HOMO (spin up / spin down): -0.3474 / -0.3639 Ha
energy: -511.961656 a.u.
LUMO energy (spin up / spin down): -2.798 / -2.226 eV

CARTESIAN COORDINATES (ANGSTROEM)
1 O 2.3476 0.3118 -2.7597
2 O -1.7968 0.7272 0.6590
3 O 2.3536 -1.2152 -0.5888
4 N 1.3553 0.4004 -1.8616
5 C 0.2866 -0.2726 0.2085
6 C 0.2629 1.1232 -2.2294
7 C 0.4063 -1.0656 1.4450
8 C -0.8513 0.6014 -0.1083
9 C -0.7513 1.3034 -1.3414
10 C 1.3869 -0.4503 -0.7333
11 H 1.0945 -1.8027 1.1349
12 H 0.8417 -0.4208 2.2714
13 H -0.5317 -1.5108 1.8283
14 H 0.3474 1.5925 -3.2949
15 H -1.6630 2.0209 -1.3922

Cartesian forces (eV/Å) of the 3 atoms listed first:
-2.10 0.15 2.14
0.20 -0.12 -0.11
-2.09 1.38 -0.09



DFT (ωB97M-V/def2-TZVPD) results for C6H5NO4S2 in the gas phase in a non-equilibrium geometry.

Values from the calculation:
HOMO-LUMO gap: 9.94 eV
spin multiplicity: 1
total charge: 0
E_HOMO: -0.3816 Ha
energy: -1383.599525 a.u.
LUMO energy: -0.440 eV

CARTESIAN COORDINATES (ANGSTROEM)
1 S -1.7089 -1.3643 -0.1239
2 S -0.8219 0.2794 -1.9295
3 O -2.8317 -0.5314 0.0443
4 O -1.2276 -1.3540 -1.7323
5 O -1.8471 -2.6813 0.2918
6 O -0.2055 0.4976 -3.2274
7 N -1.8466 1.3082 -1.5006
8 C 1.5107 0.8659 -0.4199
9 C 0.3979 -0.6186 1.6688
10 C 2.0246 0.9017 0.8849
11 C -0.2243 -0.5676 0.4434
12 C 1.5435 0.1613 1.9511
13 C 0.3565 0.1098 -0.6128
14 H 0.0385 -1.4451 2.2889
15 H 2.1601 -0.0115 2.7465
16 H 2.8604 1.5708 1.0113
17 H 1.8040 1.5628 -1.2895
18 H -1.9825 1.3164 -0.4950

Cartesian forces (eV/Å) of the 3 atoms listed first:
0.40 0.16 -0.40
1.48 2.33 -1.34
-0.78 0.73 0.35



DFT (ωB97M-V/def2-TZVPD) results for C6H5NOS2 in the gas phase in a non-equilibrium geometry.

Values from the calculation:
HOMO-LUMO gap (spin up / spin down): 7.58 / 7.58 eV
spin multiplicity: 1
total charge: 0
E_HOMO (spin up / spin down): -0.3016 / -0.3018 Ha
energy: -1157.856367 a.u.
LUMO energy (spin up / spin down): -0.632 / -0.633 eV

CARTESIAN COORDINATES (ANGSTROEM)
1 S 0.4395 -2.8315 -0.3650
2 S -0.8314 -2.2393 2.2620
3 O -0.0694 -3.4025 2.5801
4 N -0.6775 0.6718 0.4597
5 C -0.7007 -0.8276 -1.5062
6 C 1.2135 1.4606 1.9060
7 C 0.2633 1.0137 1.1632
8 C -0.5563 -1.8326 0.6240
9 C 0.0174 -1.9117 -1.7575
10 C -1.0943 -0.6425 -0.0467
11 H -2.2301 -0.3550 0.0660
12 H -1.1466 -0.1500 -2.2191
13 H 0.2523 -2.1189 -2.8146
14 H 2.1470 1.6085 1.5613
15 H 1.0766 1.9867 2.7611

Cartesian forces (eV/Å) of the 3 atoms listed first:
0.46 -0.94 0.46
-0.90 3.01 -3.48
1.55 -2.61 0.99



DFT (ωB97M-V/def2-TZVPD) results for C6H5NS in the gas phase in a non-equilibrium geometry.

Values from the calculation:
HOMO-LUMO gap: 7.87 eV
spin multiplicity: 1
SMILES string: [H]/N=C1\[C@H]2C(=S)C=C[C@@H]12
total charge: 0
E_HOMO: -0.3174 Ha
energy: -684.454210 a.u.
LUMO energy: -0.767 eV

CARTESIAN COORDINATES (ANGSTROEM)
1 S -2.6661 -1.4611 -1.5189
2 N 1.2270 1.4901 -1.4863
3 C -0.4416 -1.6981 0.1549
4 C -0.9727 0.5007 -0.3567
5 C -1.4331 -0.9575 -0.5535
6 C 0.3997 -0.9405 0.8226
7 C 0.1473 0.4829 0.6432
8 C 0.3979 1.0211 -0.7068
9 H -1.6832 1.3310 -0.2117
10 H 1.1291 -1.0270 1.6060
11 H 0.2383 1.0207 1.5304
12 H -0.4221 -2.8038 0.0485
13 H 0.9078 1.7606 -2.3372

Cartesian forces (eV/Å) of the 3 atoms listed first:
0.79 0.24 0.82
1.80 -0.16 3.15
-0.19 -3.48 -0.37



DFT (ωB97M-V/def2-TZVPD) results for C6H5O4 as an isolated structure in a non-equilibrium geometry.

Values from the calculation:
HOMO-LUMO gap: 7.80 eV
spin multiplicity: 1
total charge: -1
E_HOMO: -0.1481 Ha
energy: -532.541491 a.u.
LUMO energy: 3.770 eV

CARTESIAN COORDINATES (ANGSTROEM)
1 O -1.6689 -0.9134 -0.3909
2 O 3.7165 -0.0081 0.2395
3 O 1.9531 -1.2399 0.0904
4 O -0.4868 2.1786 -0.1085
5 C 0.6089 -1.5056 -0.0626
6 C 0.3707 1.3183 -0.1890
7 C -0.3243 -0.5548 -0.1602
8 C -2.5662 -0.1702 0.3284
9 C 2.4950 -0.0504 -0.0124
10 C 1.7433 1.1691 -0.2314
11 H -2.4956 -0.3993 1.3519
12 H 0.3011 -2.4721 -0.2386
13 H -2.4633 1.0286 0.0668
14 H 2.4247 2.1018 -0.5062
15 H -3.6082 -0.4826 -0.1773

Cartesian forces (eV/Å) of the 3 atoms listed first:
2.72 -0.57 -0.78
-1.03 -0.08 -0.74
-1.19 -2.39 -0.10



DFT (ωB97M-V/def2-TZVPD) results for a 2-piece molecular cluster, C6H6 overall in a non-equilibrium geometry.

Values from the calculation:
HOMO-LUMO gap: 9.27 eV
spin multiplicity: 1
SMILES string: C=C=C=C.C#C
total charge: 0
E_HOMO: -0.3291 Ha
energy: -231.998716 a.u.
LUMO energy: 0.314 eV

CARTESIAN COORDINATES (ANGSTROEM)
1 C -2.1435 -0.5317 0.5014
2 C 0.3592 2.0958 0.2236
3 C 1.5755 -1.4802 -0.1552
4 C 1.1103 -0.2807 -0.0103
5 C -1.6424 -0.6229 -0.6046
6 C 0.8422 0.9288 0.0171
7 H -0.1575 2.7622 -0.6260
8 H -2.2562 -0.4299 1.5482
9 H 1.4703 -2.0766 -1.0485
10 H -1.4214 -0.7084 -1.6469
11 H 1.7682 -2.3137 0.6626
12 H 0.4951 2.6573 1.1388

Cartesian forces (eV/Å) of the 3 atoms listed first:
1.47 -0.18 -1.83
-1.43 3.92 -1.97
-0.20 -3.82 1.52



DFT (ωB97M-V/def2-TZVPD) results for C6H6 in the gas phase in a non-equilibrium geometry.

Values from the calculation:
HOMO-LUMO gap: 10.29 eV
spin multiplicity: 1
SMILES string: c1ccccc1
total charge: 0
E_HOMO: -0.3375 Ha
energy: -232.199312 a.u.
LUMO energy: 1.111 eV

CARTESIAN COORDINATES (ANGSTROEM)
1 C 0.0388 1.1679 0.7370
2 C -1.1904 -0.3867 -0.6051
3 C 1.0486 -0.8952 0.0548
4 C -1.0341 0.9064 -0.0856
5 C 1.1261 0.2800 0.7732
6 C -0.0328 -1.1099 -0.8176
7 H 1.9184 0.4675 1.4786
8 H 0.1109 2.1378 1.2125
9 H 1.9734 -1.4381 -0.0935
10 H -1.7507 1.6693 -0.3648
11 H -2.1439 -0.7259 -0.9733
12 H -0.0642 -2.0731 -1.3163

Cartesian forces (eV/Å) of the 3 atoms listed first:
0.87 0.54 -0.80
0.64 0.95 -1.28
1.05 1.21 -1.79



DFT (ωB97M-V/def2-TZVPD) results for C6H6 in the gas phase in a non-equilibrium geometry.

Values from the calculation:
HOMO-LUMO gap: 8.93 eV
spin multiplicity: 1
SMILES string: C#CC(=C)C=C
total charge: 0
E_HOMO: -0.3214 Ha
energy: -232.051163 a.u.
LUMO energy: 0.186 eV

CARTESIAN COORDINATES (ANGSTROEM)
1 C 0.3707 -0.8012 -1.0031
2 C -1.9167 -0.5767 -0.4118
3 C 1.5351 -1.0890 -1.3597
4 C 1.0910 1.0956 1.1500
5 C -0.6127 -0.1682 -0.2475
6 C -0.1942 0.9982 0.5973
7 H 1.3635 2.0240 1.7704
8 H -2.7768 -0.2049 0.1817
9 H 2.5044 -1.8419 -1.3777
10 H 1.9615 0.2983 0.9562
11 H -1.0800 1.7382 0.8282
12 H -2.2459 -1.4724 -1.0840

Cartesian forces (eV/Å) of the 3 atoms listed first:
5.38 -1.17 -1.15
-0.12 -1.07 -0.10
-0.49 -2.34 1.12



DFT (ωB97M-V/def2-TZVPD) results for C6H6 in the gas phase.

Values from the calculation:
HOMO-LUMO gap: 10.27 eV
spin multiplicity: 1
SMILES string: C#CC#CCC
total charge: 0
E_HOMO: -0.3412 Ha
energy: -232.099368 a.u.
LUMO energy: 0.987 eV

CARTESIAN COORDINATES (ANGSTROEM)
1 C 1.3214 -0.4280 -0.0608
2 C 3.8699 0.0270 -0.0654
3 C -1.9460 0.7478 0.0410
4 C 0.1246 -0.5926 -0.0421
5 C 2.6856 -0.2003 -0.0680
6 C -1.3367 -0.6604 0.0227
7 H 4.9155 0.2435 -0.0596
8 H -1.7212 -1.2319 -0.8306
9 H -1.7664 1.2576 -0.9101
10 H -1.4931 1.3473 0.8359
11 H -1.6280 -1.2119 0.9249
12 H -3.0256 0.7017 0.2121

Cartesian forces (eV/Å) of the 3 atoms listed first:
-0.37 -0.05 0.00
-0.35 -0.05 0.00
-0.05 0.08 0.00



Energy relative to the best compared isomer or geometry (same formula, charge and spin)
In order: 2.1948; 4.8296; 0.0000; 3.8280; 2.0994; 1.6178; 6.1936; 0.7351; 4.7664; 3.4547
Unit: eV